# 1
Computed, not measured: 2 unconnected molecules or ions with the total composition H2INS, with ωB97M-V with the def2-TZVPD basis set.

The geometry in XYZ format:
```
5
Properties=species:S:1:pos:R:3:forces:R:3
I -2.5107 -0.4323 -1.2543 0.4 0.0 0.2
S -0.5368 -1.4793 -0.5519 1.2 1.9 0.7
N 0.8992 0.7344 0.2492 1.0 -1.6 -2.2
H 0.2572 0.7145 0.9967 -0.6 -0.2 1.6
H 1.8911 0.4627 0.5603 -2.1 -0.1 -0.2
```
Forces are in eV/Å.

* gap between HOMO and LUMO (alpha / beta): 6.28 / 6.28 eV
* energy relative to the best compared isomer or geometry (same formula, charge and spin): 329.0 kJ/mol
* electronic energy: -20454.864 eV
* largest force on an atom: 3.0 eV Å⁻¹
* 2S+1: 1

=====

# 2
Computed, not measured: 2 unconnected molecules or ions with the total composition H2IO, with ωB97M-V with the def2-TZVPD basis set.

The geometry in XYZ format:
```
4
Properties=species:S:1:pos:R:3:forces:R:3
I 0.4776 3.1097 0.9558 0.0 -0.2 0.0
O 0.0981 -1.2121 -0.5714 -0.8 0.2 0.7
H 0.2556 -0.4242 -0.0034 -0.2 -0.5 -0.5
H -0.8313 -1.4733 -0.3810 1.1 0.4 -0.2
```
Forces are in eV/Å.

* gap between HOMO and LUMO: 7.18 eV
* energy relative to the best compared isomer or geometry (same formula, charge and spin): 21.5 kJ/mol
* electronic energy: -10183.170 eV
* net charge: -1
* largest force on an atom: 1.1 eV Å⁻¹
* 2S+1: 1

=====

# 3
Computed, not measured: a molecular structure, H2InO2, with ωB97M-V with the def2-TZVPD basis set.

The geometry in XYZ format:
```
5
Properties=species:S:1:pos:R:3:forces:R:3
In -0.1909 -1.2918 -0.9819 -0.1 2.5 1.1
O 1.9486 0.6980 -0.7447 -1.5 -1.6 -0.1
O -2.3213 0.0969 0.4186 1.6 -1.1 -1.0
H -1.8602 0.1570 1.2778 -0.1 0.1 0.1
H 2.4238 0.3399 0.0303 0.1 0.1 -0.1
```
Forces are in eV/Å.

* gap between HOMO and LUMO: 4.43 eV
* energy relative to the best compared isomer or geometry (same formula, charge and spin): 97.4 kJ/mol
* electronic energy: -9285.730 eV
* net charge: +1
* largest force on an atom: 2.8 eV Å⁻¹
* 2S+1: 1